This record from the OMol25 dataset describes a structure of composition C48H62As3ClCsF3N6O4P. The level of theory is wB97M-V/def2-TZVPD.

Element x y z (Å)
N: -1.149 3.152 -3.427
C: -7.515 -3.312 0.496
C: -3.412 -5.236 2.139
H: 3.524 -3.349 0.170
C: 4.157 -2.779 -0.514
As: 1.409 -1.940 2.288
C: -3.830 0.505 2.242
H: -0.602 4.853 -4.541
H: -1.422 1.596 -2.102
C: -0.193 4.555 0.291
H: -0.574 -0.286 2.447
C: 2.590 -0.421 2.766
H: -7.405 -4.983 1.868
C: 2.901 2.950 -0.609
As: 3.514 -0.932 -0.619
P: 0.658 0.974 -3.316
N: 0.806 3.356 -4.850
H: 0.256 0.082 -5.538
N: -0.890 3.450 0.746
C: -4.788 -5.358 1.989
Cs: 0.009 -0.044 -0.163
H: 5.878 -0.707 -1.580
C: -5.460 -4.545 1.104
H: 5.799 0.732 3.172
C: -0.063 6.893 -0.391
H: 1.743 7.564 -1.317
H: 2.335 1.912 -4.803
H: 0.730 2.183 -6.569
C: -6.951 -4.651 0.934
C: -2.520 2.563 2.328
C: 4.528 -0.221 1.046
H: 5.597 -0.455 0.950
C: -2.877 1.375 1.591
C: -3.355 -3.480 0.533
H: -1.166 -0.076 -4.487
H: 2.170 0.464 2.270
C: -3.094 2.823 3.589
C: 7.133 -2.890 1.565
H: 4.307 -2.647 2.283
C: -2.635 -0.801 -2.229
H: 5.090 0.875 -1.510
H: 4.616 0.394 4.444
C: -1.889 2.444 -4.568
C: -6.833 -2.827 -0.773
H: 4.226 -2.087 3.955
C: -0.560 2.127 -2.500
C: -2.691 -4.315 1.438
H: -7.014 -3.571 -1.560
H: -7.130 -1.209 -2.221
N: -5.376 -2.743 -0.545
C: 1.620 2.362 -4.111
H: -1.621 -4.204 1.555
C: 1.696 -3.094 3.852
Cl: -4.687 2.296 5.726
H: -5.125 -1.327 -2.053
H: 8.147 -3.271 1.698
H: -2.813 3.727 4.118
H: -1.820 3.705 -2.894
C: -3.986 1.959 4.152
H: -8.507 -1.567 -1.191
H: -2.566 1.722 -4.100
C: 4.640 -1.861 2.967
H: -5.326 -6.092 2.576
H: 2.560 -3.738 3.704
H: -5.060 0.103 3.934
C: -3.270 -1.769 -1.239
H: 7.141 -2.161 0.757
C: -0.372 0.596 -4.809
N: -0.971 1.791 -5.441
H: 4.460 0.865 0.894
C: 2.657 -1.834 -3.188
C: -4.612 -1.927 -1.317
F: -2.790 -6.059 3.015
O: -1.387 -0.850 -2.322
H: 2.195 2.891 -3.348
C: 1.828 5.465 -0.790
H: 4.661 3.760 -1.582
N: 1.700 3.132 -0.129
H: -7.366 -2.567 1.285
C: -7.419 -1.492 -1.212
C: 3.133 5.224 -1.287
O: -1.377 -2.286 0.137
H: -1.004 -1.874 3.072
H: 0.450 4.495 -3.138
C: 3.672 3.978 -1.202
H: -1.782 5.938 0.518
F: 3.442 -2.881 -3.767
H: -7.187 -5.407 0.177
C: 1.145 4.374 -0.211
As: 6.582 -2.054 3.249
O: -2.400 1.095 0.465
H: -0.454 3.507 -6.502
H: -0.548 7.859 -0.453
C: 4.115 -0.493 2.504
H: 5.189 -2.806 -0.163
C: -4.737 -3.591 0.360
F: 2.739 -0.822 -4.267
H: -8.586 -3.385 0.305
H: 4.089 -3.211 -1.508
H: 3.683 6.042 -1.739
H: 6.008 -3.553 5.230
H: 7.402 -4.199 4.353
H: -4.106 -0.400 1.712
C: -2.545 -2.470 -0.195
C: -0.761 5.807 0.180
C: -0.082 4.066 -3.989
H: 1.826 -2.507 4.763
C: 0.040 2.721 -5.921
C: -4.355 0.783 3.469
H: 5.764 -4.437 3.707
C: -1.599 3.541 1.814
H: 1.628 -2.205 -3.347
O: -3.400 -0.053 -2.884
C: -0.215 -1.122 3.044
H: 4.634 -0.286 -2.787
H: 0.809 -3.721 3.958
H: 6.471 -3.714 1.296
C: 4.936 -0.181 -1.749
H: -7.113 -0.697 -0.530
C: 6.418 -3.744 4.238
H: -2.437 3.226 -5.099
C: 1.204 6.737 -0.872
C: 4.733 0.614 3.378
H: 4.238 1.566 3.170
H: 3.290 1.938 -0.550
H: -0.011 -0.767 4.056
H: 2.437 -0.271 3.841
H: -1.500 4.449 2.433
H: -0.064 2.654 -1.684

Calculated values
HOMO level in eV: -3.15
Total charge: -1
Calculated total energy in hartree: -10324.37683
Kohn-Sham gap in eV: 4.79
Lowest unoccupied orbital energy in Eh: 0.0604

Here are the Löwdin charges for atoms 1 to 6, given in e: -0.057 -0.155 -0.261 0.001 -0.315 1.061

***

This record from the OMol25 dataset describes a structure of composition C2H8N6. The level of theory is wB97M-V/def2-TZVPD.

Element x y z (Å)
H: 1.938 -1.580 1.908
H: -1.207 2.028 -2.101
N: 1.273 -1.341 1.108
H: 1.157 0.761 -1.565
N: 0.295 1.027 -1.220
N: 2.276 0.802 0.812
N: -1.565 -1.127 0.979
H: 2.028 1.632 0.334
H: 0.165 -1.427 1.425
H: -2.443 -1.818 0.603
N: -1.163 -0.297 -0.115
C: 0.028 0.180 -0.151
H: -2.162 -0.233 1.725
H: -1.221 0.299 -2.084
N: -0.693 1.144 -2.340
C: 1.297 -0.048 0.681

Calculated values
HOMO level in eV: -9.14
Calculated total energy in hartree: -409.39556
Kohn-Sham gap in eV: 9.54
Lowest unoccupied orbital energy in Eh: 0.0147

Here are the Löwdin charges for atoms 1 to 6, given in e: 0.123 0.089 0.069 0.081 -0.051 0.124

***

This record from the OMol25 dataset describes the molecule C3H7NO2. The level of theory is wB97M-V/def2-TZVPD.

Element x y z (Å)
O: -1.408 0.468 -0.296
H: 1.345 0.532 -0.273
C: -0.467 -0.285 -1.128
N: -0.052 0.427 1.520
C: 0.980 -0.436 -0.647
C: -1.065 0.878 0.915
H: -0.506 0.230 -2.093
H: -1.788 1.608 1.294
H: 1.612 -0.681 -1.506
H: -0.906 -1.280 -1.228
H: 0.637 -1.032 1.067
H: 0.512 1.025 2.072
O: 1.105 -1.453 0.303

Calculated values
HOMO level in eV: -9.64
Calculated total energy in hartree: -323.68974
SMILES string: [H]/N=C/OCCO
Kohn-Sham gap in eV: 10.51
Lowest unoccupied orbital energy in Eh: 0.0323

Here are the Löwdin charges for atoms 1 to 6, given in e: -0.037 0.111 -0.111 0.083 -0.294 -0.273

***

This record from the OMol25 dataset describes a structure of composition C35H43BrCl2NO4V. The level of theory is wB97M-V/def2-TZVPD.

Element x y z (Å)
Br: -0.703 -0.943 -2.901
C: 4.387 -2.221 1.174
H: 1.591 -0.307 3.265
H: 5.599 -4.215 -1.543
C: 3.711 -2.985 3.830
H: -0.398 6.084 -2.179
H: 2.045 4.193 -4.171
H: 5.039 4.367 -5.955
H: 7.188 -2.543 1.464
C: 7.161 -1.169 -0.911
C: 6.320 -2.407 -0.544
H: 5.846 1.662 -3.617
C: -0.763 4.185 -4.127
H: -0.722 -4.207 0.075
C: 7.027 -3.165 0.582
H: 6.489 -4.069 0.874
H: 5.111 1.948 -6.569
H: 1.534 -3.981 2.411
H: 2.045 -1.093 4.774
C: 3.151 -1.918 1.625
V: -0.009 -0.358 -0.804
H: 5.648 3.350 -3.117
H: 1.177 5.726 -2.877
H: 7.227 -0.470 -0.076
C: 0.399 5.341 -2.218
C: 2.850 -0.901 -0.726
H: 6.450 2.954 -4.638
O: -1.392 -0.346 0.260
C: 4.174 4.165 -5.324
H: -1.577 4.910 -4.088
O: 0.106 1.318 -1.255
H: 3.322 -3.187 4.827
C: 1.375 -3.061 2.978
H: -1.164 3.244 -4.509
C: -2.110 -1.195 1.010
O: 1.165 -0.808 0.907
C: -0.181 4.005 -2.714
C: 2.657 -2.214 3.035
C: -1.878 -2.579 0.926
H: 3.275 -0.274 3.816
C: 0.956 2.991 -2.798
N: 1.987 -0.158 -1.346
C: 2.055 3.261 -3.627
H: 7.204 -3.679 -2.044
C: -3.885 -1.596 2.572
H: 0.544 -2.503 2.548
H: -1.809 2.680 -2.094
H: 3.951 -3.946 3.370
H: 3.357 1.780 -6.439
H: 4.039 0.554 -3.196
C: 4.303 2.761 -4.734
C: 1.024 1.768 -2.141
C: -2.659 -3.464 1.672
H: 6.753 -0.641 -1.773
C: 3.151 2.422 -3.794
H: -4.670 -1.216 3.212
H: -0.024 4.556 -4.836
H: 4.631 -2.412 3.954
C: -3.117 -0.706 1.837
C: -1.321 3.603 -1.776
H: 8.171 -1.490 -1.164
C: 4.169 -1.259 -1.073
O: -0.021 -2.458 -0.572
H: 4.148 4.932 -4.547
C: 4.293 1.736 -5.880
H: 0.818 5.240 -1.215
H: 1.089 -3.343 3.992
H: 3.288 4.266 -5.952
C: 3.189 1.209 -3.086
C: 6.207 -3.337 -1.767
H: -2.071 4.393 -1.796
C: 2.127 0.885 -2.279
C: -0.824 -3.117 0.100
Cl: -3.396 0.979 1.932
H: 5.778 -2.831 -2.632
H: -2.483 -4.530 1.615
Cl: -4.617 -4.041 3.421
C: -3.656 -2.968 2.493
C: 2.374 -0.885 3.756
H: 5.062 -2.721 1.850
H: 4.423 0.716 -5.512
C: 4.923 -1.939 -0.169
C: 5.634 2.672 -3.972
H: 4.540 -1.057 -2.065
H: -0.989 3.492 -0.744
H: 8.009 -3.477 0.228
C: 2.299 -1.243 0.663

Calculated values
HOMO level (alpha / beta) in eV: -14.30 / -14.30
Total charge: +2
Calculated total energy in hartree: -6153.12021
Kohn-Sham gap (alpha / beta) in eV: 5.36 / 5.36
Lowest unoccupied orbital energy (alpha / beta) in Eh: -0.3285 / -0.3285

Here are the Löwdin charges for atoms 1 to 6, given in e: 0.595 0.122 0.081 0.099 -0.044 0.099